Entry 1:
101
Properties=species:S:1:pos:R:3:forces:R:3:lowdin_charge:R:1 method="wB97M-V/def2-TZVPD" lumo_energy_ev="-2.80 / -3.32" total_energy_ev=-138045.558 total_charge=+1 spin_multiplicity=2 gap_ev="7.111 / 6.593" de_lowest_kj_mol=75.5
Ti 1.1316 1.4997 -0.8998 0.33 -0.38 3.58 0.8433
O -0.4775 2.0901 -0.3149 -0.14 0.61 -0.60 -0.2560
C -1.2143 3.2403 -0.7390 -0.46 -0.50 -0.15 -0.3876
C -0.4346 3.9141 -1.9417 0.20 -0.16 -0.01 -0.0500
C 1.0076 4.2393 -1.6595 3.12 -0.54 -0.43 -0.1950
C 1.5677 5.4918 -1.7275 0.15 1.76 0.60 0.0097
C 2.9620 5.7155 -1.5125 -1.36 -1.54 -0.50 -0.0135
C 3.8321 4.6667 -1.2769 -0.86 0.71 0.37 0.0128
C 3.2535 3.3900 -1.0229 0.96 1.57 -1.18 -0.1853
C 4.1730 2.2700 -0.4814 -0.67 -0.43 -1.07 -0.0261
C 3.5950 1.4490 0.7254 1.04 -0.33 0.39 -0.4491
O 2.2994 0.9614 0.4776 0.04 0.13 -1.60 -0.2645
C 4.6039 0.3236 1.1029 0.02 -0.59 -0.16 -0.1460
C 6.0110 0.3620 0.9939 -0.61 2.45 -0.52 -0.0414
C 6.7585 -0.7932 1.0184 0.97 1.00 -0.29 -0.0951
C 6.1988 -2.0026 1.3261 -1.11 -0.36 -0.29 -0.0864
C 4.8365 -2.0465 1.5890 0.51 1.79 0.08 -0.0505
C 4.0758 -0.8545 1.5884 0.34 -1.65 -0.44 -0.0168
C 3.5675 2.2169 2.0207 -0.22 2.33 1.35 -0.1396
C 4.6852 2.9590 2.4961 0.50 -0.45 -0.98 -0.0245
C 4.6620 3.6039 3.7467 -0.73 -0.26 -1.19 -0.0714
C 3.4942 3.5988 4.5150 -0.14 -0.72 -1.16 -0.0615
C 2.3691 2.8847 4.0222 0.45 0.30 2.25 -0.0841
C 2.3973 2.2199 2.8336 0.49 -0.99 -1.74 -0.0390
N 1.9732 3.2179 -1.4465 -0.61 0.58 1.57 0.0092
C -2.6328 2.7702 -1.1785 -0.65 1.40 -2.58 -0.1400
C -3.3811 3.4622 -2.2317 1.56 -1.04 1.55 -0.0220
C -4.7169 3.0951 -2.3500 -1.09 -0.02 -0.48 -0.0909
C -5.2898 1.9622 -1.7404 1.35 0.17 1.22 -0.0616
C -4.5182 1.2329 -0.8021 -1.14 1.61 -1.22 -0.0553
C -3.2627 1.7294 -0.5334 1.64 -1.26 0.97 -0.0658
C -1.4840 4.1620 0.4554 0.58 2.11 0.33 -0.1262
C -2.2980 5.2961 0.2526 0.07 -1.17 -1.96 -0.0515
C -2.8991 5.9916 1.2613 -0.70 -0.47 0.28 -0.0809
C -2.5547 5.7024 2.5737 0.83 -0.47 0.32 -0.0645
C -1.5217 4.7794 2.8291 -1.07 0.84 -1.37 -0.0536
C -0.9916 4.0566 1.7612 -0.03 -0.87 -0.01 -0.0158
H -0.8109 4.8853 -2.2574 -0.61 -0.07 0.29 0.1158
H -0.5125 3.2859 -2.8602 0.08 0.03 0.65 0.1400
H 0.9869 6.4323 -1.8752 0.09 -1.15 0.08 0.1383
H 3.3165 6.7169 -1.5390 0.31 0.62 -0.22 0.1078
H 4.8783 4.9829 -1.2749 -0.13 -0.95 0.59 0.1297
H 5.1252 2.6644 -0.1025 -0.46 0.38 -0.52 0.0975
H 4.4446 1.6789 -1.4284 -0.39 0.07 1.57 0.1616
H 6.5101 1.3959 0.9378 -0.55 -1.91 -0.53 0.1239
H 7.7741 -0.6870 0.6509 0.20 -0.25 0.63 0.1111
H 6.7715 -2.9012 1.3260 0.35 -0.48 -0.14 0.1007
H 4.3500 -2.9731 1.6960 -0.52 -0.97 0.67 0.0894
H 3.0688 -0.9380 1.9504 -0.55 0.19 -0.44 0.1137
H 5.6650 3.0308 1.8680 -1.95 -0.16 1.31 0.1268
H 5.5698 4.1314 3.9677 0.06 0.28 0.68 0.0978
H 3.4381 4.1115 5.4564 0.04 0.06 0.27 0.0972
H 1.5297 2.6996 4.7256 0.40 0.53 -0.74 0.1187
H 1.5324 1.6194 2.4913 0.63 0.51 0.36 0.1184
H -2.8464 4.1827 -2.9096 -1.07 -0.46 0.98 0.1189
H -5.4572 3.7200 -2.8670 0.75 -0.25 -0.44 0.1099
H -6.3263 1.7392 -1.9211 -0.17 -0.09 -0.03 0.0987
H -4.9288 0.4465 -0.1917 -0.04 -0.32 -0.21 0.1056
H -2.6456 1.1542 0.1686 -0.29 0.44 0.07 0.1216
H -2.6007 5.5721 -0.7773 0.05 -0.45 0.65 0.1180
H -3.8158 6.4794 0.9285 0.49 0.81 0.66 0.1174
H -3.0365 6.1831 3.3987 -0.32 0.20 0.30 0.0979
H -1.2090 4.5521 3.8254 0.23 0.08 0.41 0.0976
H -0.2250 3.3511 2.0274 0.13 -0.49 -0.23 0.0885
C -4.4294 -8.4991 -1.8787 -0.53 -0.57 1.09 -0.0905
C -3.6455 -7.2649 -1.5275 -0.43 0.92 0.12 -0.4276
C -2.2030 -7.2769 -1.9884 0.78 0.14 -0.19 -0.0790
C -3.7098 -6.9227 -0.0548 -0.10 2.74 0.30 -0.1916
C -3.1747 -5.6104 0.3585 0.58 -2.25 0.44 -0.0243
C -3.0500 -5.3659 1.7227 -0.41 1.60 -0.55 -0.0754
C -3.5483 -6.2175 2.7128 0.27 -0.23 -0.94 -0.3141
C -3.3724 -5.7941 4.1270 1.18 -0.84 0.61 -0.0640
C -4.0927 -7.4265 2.3007 0.07 -0.62 -0.58 -0.0274
C -4.2901 -7.7247 0.9125 1.30 -0.07 0.99 -0.0293
H -4.3601 -8.7322 -2.9222 0.09 -0.17 -0.62 0.0685
H -5.4998 -8.3276 -1.6308 0.59 -0.29 -0.16 0.0971
H -4.0638 -9.3709 -1.2861 -0.29 0.47 -0.54 0.0923
H -4.0962 -6.4185 -2.1131 0.16 -0.49 0.66 0.1491
H -1.5866 -8.1595 -1.7410 -0.61 0.10 0.04 0.0919
H -1.6632 -6.4136 -1.5499 -0.25 -0.39 -0.54 0.0658
H -2.2683 -7.1850 -3.0721 0.60 0.01 -0.13 0.0760
H -2.6104 -4.9471 -0.3300 -0.85 -0.52 0.27 0.1030
H -2.6144 -4.3928 2.0780 -0.32 -1.00 -0.53 0.1143
H -2.9974 -4.7641 4.2014 0.23 -0.45 -0.06 0.0737
H -2.6851 -6.5297 4.6503 -0.74 1.04 -0.30 0.1072
H -4.3155 -5.7802 4.6206 -0.77 -0.23 0.62 0.0650
H -4.1954 -8.2610 3.0170 -0.59 0.72 -0.24 0.1194
H -4.6900 -8.7022 0.6284 0.07 0.41 0.24 0.1001
C 0.4008 0.3144 -4.5478 0.68 1.24 -0.45 -0.2801
As 1.0685 -0.0761 -2.7510 -0.79 -1.62 -2.22 1.0457
C -0.3975 -1.1236 -2.0402 -0.42 -0.47 -0.72 -0.2806
C 2.4249 -1.4397 -3.0644 1.66 -0.13 0.69 -0.2717
H 0.3606 -0.5625 -5.1724 -0.18 -0.58 0.11 0.0274
H 1.1746 0.9569 -5.0378 -0.78 -0.20 0.38 0.0424
H -0.5884 0.8198 -4.5605 0.72 -0.25 0.21 0.0460
H -0.6813 -1.8448 -2.8043 -0.18 0.07 -0.25 0.0422
H -1.3008 -0.5610 -1.7462 0.66 -0.15 0.14 0.0416
H 0.0467 -1.7451 -1.2853 -0.15 -0.02 0.94 0.0259
H 3.3944 -0.8802 -3.0429 -0.60 -0.54 0.53 0.0304
H 2.5061 -1.8883 -4.0561 -0.92 -0.02 0.00 0.0364
H 2.4289 -2.2569 -2.2718 -0.04 1.24 -0.94 0.0680

=====

Entry 2:
9
Properties=species:S:1:pos:R:3:forces:R:3:lowdin_charge:R:1 method="wB97M-V/def2-TZVPD" lumo_energy_ev=-0.93 total_energy_ev=-10210.835 gap_ev=10.387 de_lowest_kj_mol=709.6
C -0.2567 -1.3500 1.4578 2.19 -4.67 -3.54 -0.0271
C -0.1522 0.6662 -1.2005 -3.59 -2.04 -1.08 -0.5460
C 0.4019 1.9923 -1.2574 7.70 5.98 0.25 -0.0539
H -0.0358 -2.6538 1.8156 -1.01 4.34 -0.55 0.1501
H -0.4621 -0.3730 2.3635 0.65 -3.22 -3.51 0.1864
N 0.0075 -1.4287 0.0146 -2.42 5.02 9.93 0.1557
N 1.3405 2.7984 -1.1782 -6.73 -5.07 -0.69 0.1809
O -0.1275 0.2986 0.1019 0.96 -2.17 -3.11 -0.1365
O -0.7155 0.0500 -2.1172 2.26 1.82 2.29 0.0903

=====

Entry 3:
72
Properties=species:S:1:pos:R:3:forces:R:3:lowdin_charge:R:1 method="wB97M-V/def2-TZVPD" lumo_energy_ev="-0.13 / -0.13" total_energy_ev=-85105.494 spin_multiplicity=2 gap_ev="6.112 / 4.352" de_lowest_kj_mol=169.7
Co 0.7054 -0.5578 -0.2452 0.35 1.52 -1.10 0.1362
C 4.7161 0.4933 -1.5164 -0.01 0.26 0.05 -0.0808
C 3.8896 1.7731 -1.4343 0.07 -0.11 -0.14 -0.3697
C 3.3155 2.1071 -2.8157 0.04 0.01 0.18 -0.0565
C 2.7810 1.7029 -0.4042 -0.08 1.19 0.09 -0.2183
C 2.0329 2.8460 -0.1378 0.70 -0.54 -0.53 -0.0618
C 1.0656 2.8534 0.8608 -0.49 -0.54 0.69 -0.0843
C 0.8416 1.7401 1.6589 -0.12 0.80 -0.31 -0.3095
C -0.0430 1.8364 2.8672 0.08 -0.02 -0.07 -0.0562
C 1.5624 0.5619 1.3944 0.04 -0.72 0.03 -0.1503
C 2.5208 0.5519 0.3467 -0.25 -0.73 -0.29 -0.1324
H 5.5287 0.6250 -2.2271 0.09 -0.01 -0.10 0.0751
H 4.0946 -0.3320 -1.8580 -0.06 -0.19 0.01 0.0683
H 5.1525 0.2414 -0.5516 0.04 -0.11 0.04 0.0781
H 4.5610 2.5888 -1.1332 -0.05 -0.08 -0.03 0.1384
H 2.5087 1.4210 -3.0619 0.01 -0.01 -0.07 0.0535
H 4.0857 2.0294 -3.5809 0.11 0.02 -0.10 0.0754
H 2.9185 3.1177 -2.8396 -0.10 0.11 -0.04 0.0716
H 2.2279 3.7531 -0.6929 0.01 0.07 -0.10 0.1067
H 0.4984 3.7574 1.0395 -0.03 0.11 0.12 0.1076
H 0.4723 2.3956 3.6509 -0.07 -0.03 0.10 0.0810
H -0.2778 0.8479 3.2533 -0.11 -0.09 0.07 0.0674
H -0.9688 2.3608 2.6408 -0.13 0.04 0.02 0.0717
H 1.5841 -0.2325 2.1359 0.02 0.10 0.08 0.1101
H 3.2076 -0.2850 0.3003 0.00 0.03 -0.05 0.0851
C 1.5215 -1.4243 -4.0403 0.20 -0.03 -0.05 -0.1390
O 0.9644 -0.1689 -3.7033 -0.36 0.10 -0.35 -0.3391
P 0.0791 -0.0908 -2.3362 1.09 -0.18 2.20 0.7532
O -0.3909 1.4279 -2.6288 -0.03 0.00 -0.46 -0.3052
C -1.1781 2.0471 -1.6303 -0.12 0.15 0.25 -0.1452
O -1.2169 -0.9877 -2.7305 -0.26 -0.14 -0.30 -0.3595
C -1.9206 -0.8299 -3.9516 -0.04 -0.04 -0.11 -0.1015
H 1.7124 -1.4063 -5.1139 -0.02 -0.09 0.05 0.0889
H 0.8404 -2.2459 -3.7993 0.03 -0.03 -0.06 0.0743
H 2.4671 -1.5823 -3.5160 -0.02 -0.02 0.06 0.0746
H -0.9442 3.1109 -1.6376 -0.07 -0.03 0.01 0.0880
H -0.9520 1.6381 -0.6393 0.06 0.07 -0.04 0.0483
H -2.2395 1.8908 -1.8382 -0.06 0.07 -0.06 0.0796
H -2.7275 -1.5613 -3.9244 -0.07 0.06 -0.15 0.0778
H -1.2708 -1.0287 -4.8076 -0.06 0.04 0.00 0.0836
H -2.3307 0.1787 -4.0390 0.01 -0.04 -0.04 0.0869
N -5.0730 -3.5478 -2.1151 0.91 0.06 0.72 0.1117
C -3.8573 -3.1534 -1.5244 0.25 0.11 -0.14 -0.2796
C -2.6575 -3.8660 -1.7702 -1.43 0.11 -0.29 -0.0052
C -1.4985 -3.4860 -1.1865 0.30 1.56 1.59 0.0072
N -1.4456 -2.4137 -0.3017 -1.58 -0.57 -1.39 -0.0912
C -2.5707 -1.6060 -0.1920 2.18 -1.17 0.16 -0.0278
C -3.7490 -1.9707 -0.7576 -0.88 -0.84 -0.89 -0.0071
H -5.0672 -4.5234 -2.3868 -0.09 0.16 -0.04 0.0941
H -5.8802 -3.3369 -1.5411 0.04 0.07 -0.20 0.0977
H -2.6643 -4.7043 -2.4541 0.05 -0.06 0.04 0.1201
H -0.5590 -3.9832 -1.3644 0.10 -0.01 0.16 0.1475
H -2.4330 -0.7010 0.3771 0.14 -0.02 0.15 0.1340
H -4.6273 -1.3506 -0.6419 0.07 0.12 0.10 0.1215
C 2.4468 -3.0614 -0.2052 -0.21 0.08 -0.05 -0.0526
C 1.5349 -3.6875 0.8117 -0.20 0.19 -0.27 -0.2102
C 1.9550 -4.8389 1.4580 -0.10 -0.14 0.24 -0.0639
C 1.1380 -5.4884 2.3652 0.02 0.00 -0.02 -0.0932
C -0.1116 -4.9593 2.6484 0.13 -0.21 0.04 -0.0654
C -0.5756 -3.8239 2.0102 0.27 0.20 -0.05 -0.2112
C -1.9082 -3.2555 2.3989 0.11 -0.08 -0.02 -0.0415
C 0.2391 -3.1824 1.0474 0.13 -0.95 0.30 -0.2133
N -0.2435 -2.1038 0.3043 -0.67 0.36 0.28 -0.0685
H 3.3583 -2.6895 0.2624 0.05 0.06 -0.02 0.0836
H 1.9422 -2.2273 -0.7180 0.29 -0.14 -0.03 0.0221
H 2.7295 -3.8055 -0.9499 0.12 -0.02 -0.09 0.0824
H 2.9290 -5.2507 1.2253 0.08 0.04 -0.01 0.1108
H 1.4734 -6.3958 2.8466 0.01 -0.03 0.08 0.0962
H -0.7358 -5.4409 3.3889 -0.09 -0.02 0.07 0.1051
H -2.1692 -3.5862 3.4010 -0.08 0.00 0.06 0.0791
H -2.6965 -3.5770 1.7190 -0.17 0.02 -0.03 0.0729
H -1.8661 -2.1689 2.3827 -0.06 0.13 0.04 0.0726